C43H37AsFN4Pt | ωB97M-V/def2-TZVPD

Properties
total charge = +3
E_HOMO = -14.41 eV
2S+1 = 1
frontier orbital gap = 5.9 eV
LUMO energy = -8.48 eV
energy relative to the best compared isomer or geometry (same formula, charge and spin) = 0.000 eV

Atoms and positions in Å:
Pt (-1.03306, 0.56246, -1.70235)
As (0.42177, 1.62648, -0.15056)
F (8.13706, -0.14695, 15.83919)
N (-1.43107, 2.39700, -2.48130)
N (-2.69168, -0.16937, -2.85195)
N (-0.20819, 0.18460, -4.05644)
N (-0.45005, -1.38309, -1.54230)
C (-5.01840, -0.70283, -2.86356)
C (0.21193, -4.04696, -1.76393)
C (-0.54441, -3.60268, -0.69317)
C (2.02713, -0.59318, 0.78883)
C (-0.16761, 4.23991, 0.39547)
C (-4.94583, -0.99557, -4.22074)
C (5.27359, 0.00693, 11.27121)
C (-3.87509, -0.29335, -2.21893)
C (1.60038, 0.70254, 1.05141)
C (0.79259, -0.77291, -3.61182)
C (-2.53466, 4.49836, -2.62255)
C (-2.25609, 3.88521, 2.21551)
C (5.73732, 0.91674, 13.47124)
C (-2.61453, -0.45147, -4.15505)
C (-1.94036, 4.72968, -3.85069)
C (3.07021, 0.82111, 2.95053)
C (-1.09612, 3.76683, -4.38503)
C (-0.84601, 2.60084, -3.68580)
C (0.28851, -1.79857, -2.59868)
C (5.99602, -0.03025, 12.41461)
C (-2.25920, 3.31510, -1.96688)
C (2.53297, 2.91709, -1.81887)
C (7.44875, -0.10864, 14.73878)
C (-1.87768, 5.16127, 1.81036)
C (-0.84091, 5.34421, 0.90621)
C (2.97439, -1.18321, 1.61600)
C (-1.59695, 2.77346, 1.70844)
C (2.11762, 1.41025, 2.13476)
C (7.02994, -1.01883, 12.59689)
C (7.75010, -1.05922, 13.74679)
C (-0.55775, 2.96270, 0.81144)
C (1.45128, 3.03158, -0.96132)
C (3.49596, -0.47650, 2.68864)
C (0.94873, 4.27933, -0.57963)
C (-1.27870, -0.32985, -4.87169)
C (-3.73263, -0.86727, -4.86645)
C (-0.86007, -2.26001, -0.61867)
C (2.60145, 5.31619, -1.98203)
C (1.53058, 5.42706, -1.10609)
C (0.14933, 1.58203, -4.23900)
C (3.11113, 4.07084, -2.33228)
C (6.45519, 0.87955, 14.62297)
C (0.62615, -3.13377, -2.72372)
H (1.60694, -0.21734, -3.13988)
H (-1.89112, 1.77717, 2.01620)
H (1.16699, 6.40776, -0.82811)
H (4.24726, -0.93488, 3.31763)
H (5.45333, -0.70019, 10.47069)
H (3.31569, -2.18966, 1.41367)
H (3.05679, 6.21186, -2.38289)
H (1.79827, 2.42832, 2.32680)
H (-3.06248, 3.76050, 2.92544)
H (1.10159, 1.76170, -3.73556)
H (0.30066, 1.82342, -5.29691)
H (-5.94495, -0.78751, -2.31464)
H (-3.63894, -1.08597, -5.92243)
H (1.64043, -1.14003, -0.06122)
H (1.21198, -3.45445, -3.57452)
H (-0.62669, 3.91703, -5.34780)
H (-3.20726, 5.21398, -2.17242)
H (4.49242, 0.74254, 11.12358)
H (-2.13686, 5.64405, -4.39433)
H (-5.82465, -1.31757, -4.76295)
H (3.96408, 4.00238, -2.99404)
H (2.94462, 1.94542, -2.07056)
H (7.22082, -1.72825, 11.80187)
H (-1.01513, -1.32139, -5.25336)
H (-3.87966, -0.04959, -1.16530)
H (8.53352, -1.78129, 13.92962)
H (-1.44833, -1.85751, 0.19380)
H (-2.69265, 3.08278, -1.00385)
H (3.49053, 1.37820, 3.77659)
H (-1.42346, 0.30083, -5.75446)
H (-2.39592, 6.02362, 2.20816)
H (6.29658, 1.56699, 15.44201)
H (-0.89436, -4.27859, 0.07345)
H (4.96013, 1.65712, 13.33095)
H (0.47242, -5.09259, -1.85836)
H (1.22890, -1.32848, -4.44961)
H (-0.56222, 6.34641, 0.60745)